C27H30N4OSSbTi as an isolated structure in a non-equilibrium geometry, computed with wB97M-V/def2-TZVPD.

Geometry as XYZ:
```
65
C27H30N4OSSbTi wB97M-V/def2-TZVPD
Ti 0.24 0.29 -1.43
O -0.19 3.43 -0.50
C -0.47 2.60 -1.33
N 0.39 2.00 -2.26
C 1.72 2.61 -2.42
C 2.77 1.65 -1.95
C 4.12 1.96 -1.93
C 5.01 1.04 -1.40
C 4.53 -0.18 -0.91
C 3.19 -0.43 -0.98
N 2.31 0.47 -1.49
C -1.85 1.98 -1.43
C -3.00 2.71 -1.33
C -4.21 2.04 -1.53
C -4.20 0.67 -1.79
C -3.00 0.00 -1.84
N -1.83 0.64 -1.67
H 1.78 3.53 -1.85
H 1.88 2.86 -3.47
H 4.46 2.91 -2.32
H 6.07 1.27 -1.37
H 5.20 -0.91 -0.48
H 2.78 -1.38 -0.64
H -2.96 3.77 -1.12
H -5.14 2.58 -1.50
H -5.12 0.13 -1.96
H -2.95 -1.06 -2.01
C 1.75 -3.08 -3.91
Sb 0.28 -2.27 -2.64
C 0.52 -3.52 -0.92
C -1.53 -2.97 -3.49
H 1.55 -4.14 -3.93
H 2.74 -2.88 -3.50
H 1.67 -2.65 -4.91
H -0.36 -4.16 -0.82
H 0.63 -2.93 -0.01
H 1.40 -4.14 -1.07
H -1.27 -3.78 -4.16
H -2.03 -2.18 -4.06
H -2.18 -3.34 -2.70
N 0.25 0.10 0.45
S -0.76 0.89 1.57
C -1.72 -0.42 2.30
C -2.15 -0.25 3.60
C -3.00 -1.19 4.15
C -3.42 -2.28 3.40
C -2.98 -2.43 2.08
C -2.13 -1.50 1.52
C 0.33 1.37 2.85
C 0.99 0.42 3.63
C 1.86 0.88 4.61
C 2.05 2.25 4.79
C 1.38 3.17 4.00
C 0.51 2.74 3.01
H 1.04 -0.30 0.95
H -1.83 0.60 4.20
H -3.34 -1.08 5.17
H -4.08 -3.01 3.83
H -3.31 -3.29 1.50
H -1.79 -1.62 0.50
H 0.80 -0.64 3.51
H 2.37 0.17 5.24
H 2.72 2.59 5.57
H 1.53 4.23 4.16
H -0.01 3.45 2.38
```

Its molar mass is 628.3 g mol⁻¹. Its energy relative to the best compared isomer or geometry (same formula, charge and spin) is 14.31 kcal per mole. Its largest force on an atom is 0.0234 hartree/bohr. The value obtained for the HOMO-LUMO gap is 6.7 eV. The net charge is +3. Its energy is -2828.10889 a.u.